{"formula": "C19H52O7", "method": "ωB97M-V/def2-TZVPD", "largest_force_ev_per_a": 9.45, "gap_ev": 9.659, "charge": 0, "symbols": ["H", "O", "O", "C", "H", "H", "H", "H", "O", "H", "H", "H", "H", "H", "H", "H", "H", "C", "H", "O", "H", "H", "C", "C", "H", "C", "C", "H", "H", "H", "H", "H", "O", "H", "H", "H", "C", "H", "H", "C", "C", "C", "C", "C", "H", "H", "H", "H", "H", "H", "H", "H", "H", "H", "H", "H", "H", "H", "C", "H", "C", "H", "O", "C", "H", "H", "H", "H", "H", "H", "C", "H", "C", "C", "O", "C", "H", "H"], "xyz": [[-3.472539, -0.969900, 4.585903], [2.030882, 5.238618, -2.833545], [3.045648, -3.006799, 3.727749], [1.006283, 4.736878, 0.589236], [-7.424380, -0.776970, 3.433314], [-0.372727, 0.453111, -2.426574], [3.455902, 4.744641, -4.024715], [-0.354147, 3.481533, 2.554876], [-4.317849, -0.816615, 4.849984], [0.166631, -4.250135, 0.335286], [-2.695879, -0.205389, 0.738443], [1.291200, -2.947826, 2.467918], [-5.002217, -1.508149, 2.982209], [-6.652484, 0.263706, 4.788854], [1.359672, -1.865839, 3.886143], [-3.643837, 0.599235, 2.879964], [1.516007, 2.686406, -2.550434], [1.984275, -2.217617, 3.145890], [4.461787, -1.953999, -0.584013], [2.471293, -1.696845, -0.211478], [4.324438, -0.490276, 1.343196], [0.409429, -1.055635, -2.247351], [0.431713, 3.389003, 0.511501], [-4.720665, 0.453412, 2.947592], [-0.182308, -5.541750, 1.293905], [-6.584455, -0.688021, 4.286914], [-0.417175, -0.476631, -2.038905], [1.793715, 3.412433, -5.880078], [-1.195089, -0.916487, -2.690225], [-6.843128, -1.267284, 5.155526], [5.112912, 0.405465, -0.083767], [-0.164225, 3.167157, -0.494787], [0.078535, -6.007181, -1.452762], [2.516148, -2.560852, -0.567747], [0.330204, 5.518106, 0.384900], [3.421318, 0.734383, 0.411218], [-0.714808, -0.584790, -0.618009], [2.359526, -1.431334, 2.526632], [-0.917360, -1.615946, -0.284090], [2.561477, 4.240678, -3.690001], [-1.430992, -4.252275, -1.834185], [4.133086, -0.017001, 0.330415], [3.374636, -0.639358, -2.046305], [3.662702, -1.099737, -0.605479], [-1.010877, 2.160114, 1.710124], [3.221968, 3.115623, -2.005398], [2.575391, 5.414906, -2.041929], [-2.171978, -3.726735, -1.641267], [-2.069728, 1.132205, -0.349022], [-0.765803, -3.312838, -1.959536], [1.084552, -0.630112, 0.075160], [1.320058, 5.148632, -5.471192], [1.395090, 4.883554, 1.589194], [2.940140, -1.378489, -2.606432], [-5.078427, 1.409304, 3.493251], [0.979423, 1.543291, 0.756773], [-5.097014, 0.348553, 1.833134], [2.570717, 0.201137, -1.934722], [-0.723345, -4.799690, 0.526489], [3.123880, -3.651550, 3.051710], [-2.074054, 0.099080, -0.180980], [-1.548553, 3.929188, 1.482653], [1.364241, 2.459524, 0.876619], [-0.709352, 3.203494, 1.547132], [-1.838421, -4.315315, -2.901747], [4.269177, -0.367640, -2.564768], [0.769485, 3.713665, -4.736830], [-0.262871, -6.582212, -2.177241], [-2.752871, -0.094440, -1.061914], [3.128633, 2.072546, -3.393427], [-1.067252, -5.403178, -0.891904], [1.878594, 4.753953, 0.066257], [2.668404, 2.864458, -2.941529], [1.663353, 4.128793, -4.975742], [0.389166, -0.093716, 0.047955], [-5.175904, -0.735659, 3.741248], [-1.838104, -6.226004, -0.960974], [-1.350874, -3.928560, 1.005736]], "forces_ev_per_angstrom": [[3.736, -0.620, -1.227], [-1.193, 0.236, 0.575], [-0.950, 1.205, 0.047], [-0.409, -0.258, 1.897], [1.951, 0.256, 2.043], [0.748, 3.461, -0.732], [1.147, -0.953, -0.177], [0.538, -0.088, -0.246], [-3.499, -0.054, 2.166], [1.019, 0.832, -0.711], [1.669, 0.373, -1.166], [1.498, 1.778, 1.351], [-0.261, -1.021, 0.724], [-0.331, 1.009, -0.382], [-1.175, 0.927, 1.729], [0.156, -0.578, 0.121], [2.942, -0.057, -1.123], [-0.471, -3.135, -2.208], [-0.989, 1.502, -0.270], [-1.012, 0.265, 1.886], [-0.115, 0.749, -1.075], [2.209, -0.875, -0.548], [-4.518, -1.198, -0.224], [-1.869, 2.521, -1.481], [-2.185, 1.135, -1.422], [-1.819, 0.840, -1.925], [-2.981, -2.766, -1.252], [1.448, 1.146, 1.574], [-0.101, -0.199, 0.446], [0.348, -1.411, -0.210], [-1.360, -0.494, 0.698], [1.800, 0.411, 1.221], [0.639, -1.186, -0.363], [-0.456, -1.407, -0.394], [-0.707, 0.882, -0.596], [-1.288, 1.627, 0.232], [-2.508, -0.533, 2.234], [0.212, 0.504, -0.397], [0.499, -0.169, -0.491], [0.069, -0.561, -1.471], [5.155, -0.950, -3.808], [2.437, -1.715, 0.325], [-0.205, 2.972, 2.317], [2.285, -1.246, -1.706], [-0.260, 0.275, -0.707], [-0.277, -0.502, -0.467], [-0.150, -0.535, -0.826], [-7.553, 4.358, 3.653], [0.538, 1.968, 0.718], [0.344, -2.094, 0.532], [4.436, -4.059, -0.158], [1.232, -1.764, 1.211], [-0.278, 0.016, 0.666], [-1.170, -2.136, -1.221], [0.286, -1.211, -1.294], [0.406, 1.214, 0.007], [0.441, 0.712, 2.178], [1.694, -1.161, -0.502], [0.915, -0.562, 1.232], [0.842, -1.261, -0.513], [-1.094, -1.588, -1.544], [0.052, -0.778, -0.677], [1.385, -2.238, -0.622], [-0.281, 1.285, 1.475], [1.370, -1.648, 0.736], [0.508, 0.809, -0.318], [-3.107, -0.985, 1.623], [0.672, 0.683, 0.809], [0.326, -0.610, 0.838], [0.832, -1.986, -1.526], [-0.938, 0.605, -0.546], [2.268, 0.431, -2.259], [-3.408, 4.019, 2.939], [0.428, 1.964, -2.330], [-4.032, 5.184, 1.733], [0.874, -0.428, -0.712], [0.151, 1.263, 0.832], [0.445, -2.396, -0.939]]}